Record 1
Below is a molecular structure, C22H18N3ReSbSe6, with properties calculated with ωB97M-V/def2-TZVPD.

Output
Relative energy (zero: lowest compared OMol25 entry of this formula, charge and spin) ... 16.17 kcal per mole
Charge ... +3
E_HOMO ... -0.5911 Eh

```
51
Properties=species:S:1:pos:R:3:nbo_charge:R:1
Re 0.2870 -0.1910 0.2148 0.801
N -0.8464 1.6964 -0.0642 -0.802
C -1.9437 1.9408 -0.9978 0.193
C -2.8097 2.9792 -0.6929 -0.235
C -3.8307 3.3174 -1.5620 -0.149
C -3.9950 2.5830 -2.7276 -0.175
C -3.1287 1.5455 -3.0171 -0.146
C -2.0622 1.2162 -2.1709 -0.167
C -1.1837 0.0800 -2.5242 0.110
C -1.0747 -0.2653 -3.8714 -0.227
C -0.5041 -1.4579 -4.2927 -0.093
C -0.0467 -2.3790 -3.3610 -0.226
C -0.0497 -2.0148 -2.0311 -0.153
C -0.4996 -0.7401 -1.5764 -0.315
H -1.2099 1.9439 0.8514 0.402
H -0.1363 2.4043 -0.2472 0.399
H -2.6786 3.5395 0.2284 0.223
H -4.4898 4.1431 -1.3308 0.251
H -4.8051 2.8122 -3.4068 0.252
H -3.3138 0.9524 -3.9018 0.233
H -1.4650 0.4158 -4.6158 0.246
H -0.4732 -1.6923 -5.3494 0.254
H 0.2964 -3.3582 -3.6712 0.245
H 0.2806 -2.7433 -1.3083 0.185
Se 0.5041 1.9516 2.9734 0.288
Se 2.4853 0.8519 2.4826 0.286
C 2.7972 1.3781 0.6588 0.026
C 3.9201 2.1277 0.3704 -0.229
C 4.1394 2.5367 -0.9401 -0.097
C 3.2095 2.1961 -1.9106 -0.197
C 2.1088 1.4438 -1.5551 0.035
N 1.9142 1.0197 -0.2870 -0.493
C -0.7068 0.4569 3.0473 0.011
C -1.3945 0.2302 4.2272 -0.220
C -2.3259 -0.7976 4.2781 -0.089
C -2.5383 -1.5735 3.1470 -0.203
C -1.8049 -1.3125 2.0121 0.048
N -0.9031 -0.3053 1.9549 -0.517
H 4.5970 2.4030 1.1680 0.269
H 5.0091 3.1310 -1.1901 0.268
H 3.3252 2.5139 -2.9379 0.269
H 1.3562 1.1674 -2.2807 0.241
H -1.1952 0.8532 5.0884 0.270
H -2.8721 -0.9939 5.1924 0.269
H -3.2565 -2.3821 3.1458 0.271
H -1.9278 -1.9078 1.1142 0.236
Se 2.9595 -2.4701 2.5209 -0.172
Sb 4.2579 -4.2818 1.2601 1.025
Se 1.3863 -2.3395 0.8139 0.219
Se 5.1407 -2.5059 -0.3884 -0.046
Se 3.0559 -3.3027 -0.8948 0.121
```

Record 2
Below is a molecular structure, C22H18N6S2TeV in a non-equilibrium geometry, with properties calculated with ωB97M-V/def2-TZVPD.

Output
Relative energy (zero: lowest compared OMol25 entry of this formula, charge and spin) ... 8.97 kcal per mole
2S+1 ... 4
Expectation value of S² ... 3.829
Charge ... -2
E_HOMO (alpha / beta) ... 0.0241 / -0.0011 Eh

```
50
Properties=species:S:1:pos:R:3:mulliken_spin:R:1
V -0.9327 -0.1872 -0.0638 2.412
C 2.1760 1.1985 0.1674 0.050
N 1.0632 0.6397 0.9141 -0.015
C 0.2401 1.6772 1.5353 0.001
C -0.4987 2.4231 0.4602 0.080
C -0.5932 3.7999 0.4433 -0.052
C -1.2518 4.4337 -0.6047 0.125
C -1.7898 3.6325 -1.6104 -0.052
C -1.6634 2.2648 -1.5345 0.123
N -1.0340 1.6375 -0.5147 -0.019
C 1.4873 -0.4148 1.8328 -0.010
C 0.3407 -1.3170 2.2053 0.070
C 0.1831 -1.7883 3.4895 -0.050
C -0.8910 -2.6214 3.7918 0.127
C -1.7320 -2.9906 2.7472 -0.049
C -1.4936 -2.5093 1.4803 0.105
N -0.5057 -1.6254 1.1904 -0.024
C 2.6751 0.1683 -0.8137 0.018
C 4.0109 -0.0103 -1.1255 -0.002
C 4.3648 -1.0122 -2.0229 0.000
C 3.3444 -1.7959 -2.5536 0.003
C 2.0363 -1.5380 -2.1816 0.006
N 1.6976 -0.5716 -1.3361 -0.024
H 2.9822 1.5512 0.8324 0.002
H 1.8054 2.0645 -0.3880 -0.009
H 0.8408 2.3744 2.1434 0.017
H -0.4728 1.1872 2.2251 0.000
H -0.1509 4.3725 1.2490 -0.004
H -1.3444 5.5114 -0.6319 0.018
H -2.3188 4.0739 -2.4443 -0.002
H -2.0930 1.6051 -2.2784 0.015
H 1.9593 0.0001 2.7379 0.004
H 2.2360 -1.0178 1.3101 0.008
H 0.8745 -1.4735 4.2617 -0.001
H -1.0801 -2.9390 4.8082 0.018
H -2.5790 -3.6424 2.9155 0.002
H -2.1039 -2.8057 0.6370 0.041
H 4.7646 0.6215 -0.6688 0.000
H 5.4019 -1.1911 -2.2763 0.000
H 3.5692 -2.5983 -3.2448 0.000
H 1.1928 -2.1134 -2.5595 0.006
S -2.3128 0.5933 3.9561 -0.001
C -3.3291 1.5120 2.9114 -0.003
C -3.9484 2.6148 3.5774 0.000
N -4.4238 3.4746 4.1854 -0.001
C -3.6415 1.2836 1.5893 0.005
S -3.1748 -0.0453 0.5168 0.001
C -4.6113 2.1351 0.9950 0.004
N -5.4126 2.8044 0.4978 0.004
Te -1.6960 -1.4641 -2.0503 0.056
```

Record 3
Below is a molecular structure, C22H18N8NiO2S, with properties calculated with ωB97M-V/def2-TZVPD.

Output
E_HOMO (alpha / beta) ... -0.3157 / -0.3158 Eh

```
52
Properties=species:S:1:pos:R:3:nbo_charge:R:1
Ni -0.4269 1.6938 2.0884 0.925
C 3.1568 2.9368 -2.5005 -0.016
C 3.7060 2.2454 -1.4279 -0.007
N 3.1244 1.1729 -0.9085 -0.355
C 1.9870 0.7816 -1.4791 0.125
C 1.4331 1.4823 -2.5509 -0.009
N 2.0138 2.5626 -3.0629 -0.378
C 1.2591 -0.3786 -0.9016 0.171
C 0.6182 -1.2946 -1.7245 -0.143
C -0.1612 -2.2907 -1.1565 0.003
C -0.2646 -2.3246 0.2261 -0.213
C 0.3890 -1.3453 0.9569 0.178
N 1.1625 -0.4085 0.4225 -0.391
C 0.2105 -1.2411 2.4223 0.208
C 0.3240 -2.3399 3.2592 -0.027
N 0.2661 -2.2340 4.5858 -0.326
C 0.1417 -1.0265 5.0975 -0.036
C 0.0322 0.0950 4.2726 0.369
N 0.0036 -0.0233 2.9455 -0.452
C -0.9384 -3.2179 -2.0075 -0.027
C -1.7302 -2.7147 -3.0332 -0.237
C -2.4593 -3.6066 -3.8042 0.040
N -2.4455 -4.9257 -3.6242 -0.413
C -1.6894 -5.3954 -2.6358 0.037
C -0.9274 -4.5916 -1.8019 -0.243
H 3.6478 3.8130 -2.9074 0.200
H 4.6370 2.5694 -0.9772 0.201
H 0.4808 1.1780 -2.9715 0.227
H 0.7056 -1.2218 -2.8004 0.222
H -0.9149 -3.0379 0.7157 0.226
H 0.4911 -3.3245 2.8433 0.211
H 0.1266 -0.9246 6.1760 0.206
H 0.1028 1.6026 5.7076 0.411
H -1.8046 -1.6455 -3.1888 0.245
H -3.0928 -3.2415 -4.6048 0.195
H -1.6894 -6.4718 -2.5037 0.193
H -0.3221 -5.0321 -1.0197 0.218
N -0.5901 3.4571 1.3662 -0.794
C -0.3149 3.5554 -0.0797 -0.220
C -1.3765 2.8186 -0.8731 -0.536
C -1.4003 1.3074 -0.6506 0.799
O -1.6078 0.5746 -1.6091 -0.683
O -1.2006 0.8808 0.5513 -0.828
H -1.5234 3.8070 1.5730 0.394
H 0.0316 4.0423 1.9274 0.422
H 0.6735 3.1276 -0.2571 0.206
H -0.2819 4.6043 -0.3840 0.199
H -1.2485 3.0098 -1.9371 0.241
H -2.3650 3.2026 -0.5968 0.219
S 0.1219 3.9505 4.3158 -0.181
C -0.0446 2.3995 3.7998 -0.163
N -0.0265 1.3878 4.7278 -0.614
```

Record 4
Below is a molecular structure, C22H19AgCl2N5O2 in a non-equilibrium geometry, with properties calculated with ωB97M-V/def2-TZVPD.

Output
Charge ... -1
E_HOMO ... -0.1255 Eh

```
51
Properties=species:S:1:pos:R:3:nbo_charge:R:1
Ag 10.2281 -11.0207 -5.4197 0.867
C 13.1797 -6.7019 -10.4633 -0.623
C 12.4785 -7.7597 -9.5873 -0.034
C 11.3334 -8.4143 -10.1719 -0.225
C 10.6457 -9.3725 -9.4481 -0.252
C 11.1502 -9.9469 -8.2665 0.239
N 10.5656 -10.9680 -7.6129 -0.701
C 10.0791 -11.9929 -8.3115 0.213
C 10.4734 -12.2427 -9.6371 -0.254
C 9.6625 -12.9518 -10.4794 -0.218
C 8.3920 -13.3922 -10.1376 -0.144
C 7.5231 -14.0110 -11.1703 -0.608
C 8.0308 -13.2820 -8.8022 -0.216
C 9.0182 -12.8827 -7.8607 0.056
N 8.9720 -13.4596 -6.5460 -0.148
C 8.3441 -14.6196 -6.2222 -0.035
C 8.4657 -14.8933 -4.8782 -0.354
C 9.3815 -13.9428 -4.3804 -0.031
N 9.5919 -13.0425 -5.3773 -0.362
C 12.2173 -9.2025 -7.6430 0.092
C 12.8051 -8.1038 -8.2735 -0.215
N 12.8227 -9.6242 -6.4047 -0.173
C 13.8025 -8.9899 -5.6393 -0.004
C 14.3637 -9.9079 -4.7569 -0.363
C 13.4579 -11.0109 -4.8774 -0.032
N 12.5288 -10.8482 -5.8240 -0.303
H 13.8777 -6.1622 -9.8882 0.207
H 12.3847 -6.0840 -10.8150 0.208
H 13.6260 -7.1950 -11.3432 0.205
H 11.0511 -8.0942 -11.1581 0.194
H 9.7988 -9.9277 -9.8672 0.217
H 11.4234 -11.8164 -9.9328 0.217
H 10.0217 -13.1749 -11.5113 0.190
H 6.4569 -13.8015 -10.9348 0.205
H 7.6686 -15.1088 -11.2587 0.200
H 7.7100 -13.5035 -12.1334 0.205
H 7.0477 -13.4397 -8.3769 0.212
H 7.8086 -15.3457 -6.8325 0.221
H 7.9908 -15.6717 -4.3564 0.213
H 9.7848 -13.9702 -3.3856 0.218
H 13.5677 -7.4909 -7.6977 0.204
H 13.9296 -7.9488 -5.7103 0.215
H 15.0969 -9.8564 -3.9894 0.220
H 13.4426 -11.9028 -4.1922 0.199
Cl 7.8985 -8.5128 -3.2218 -0.029
C 8.5317 -8.1587 -4.8060 -0.322
Cl 7.7930 -9.2099 -6.0496 -0.041
C 10.0920 -8.1342 -5.0010 0.752
O 10.5224 -7.1830 -5.6325 -0.669
O 10.6805 -9.1302 -4.3970 -0.831
H 8.1577 -7.1619 -4.9799 0.217
```

Record 5
Below is a molecular structure, C22H19B2F4N8ORu, with properties calculated with ωB97M-V/def2-TZVPD.

Output
Relative energy (zero: lowest compared OMol25 entry of this formula, charge and spin) ... 0.00 kcal per mole
Charge ... -1
E_HOMO ... -0.1809 Eh

```
57
Properties=species:S:1:pos:R:3:nbo_charge:R:1
Ru 0.0224 -0.3682 0.3210 0.663
B 0.3271 -3.2567 2.2728 0.180
N 0.6908 -1.8555 2.8600 -0.278
C 0.9796 -1.6318 4.1454 0.004
C 0.7948 -0.2900 4.4282 -0.359
C 0.3717 0.2574 3.2207 -0.014
N 0.3050 -0.6983 2.2928 -0.241
N 0.7775 -3.3365 0.7860 -0.282
C 1.1580 -4.4357 0.1260 -0.013
C 1.2441 -4.1415 -1.2271 -0.342
C 0.8847 -2.7978 -1.3049 -0.041
N 0.6062 -2.3316 -0.0867 -0.293
H -0.8718 -3.4070 2.3461 -0.052
H 0.9395 -4.0827 2.9031 -0.051
H 1.2731 -2.4537 4.7760 0.221
H 0.9526 0.2154 5.3641 0.227
H 0.1376 1.2754 2.9540 0.230
H 1.3425 -5.3485 0.6669 0.217
H 1.5404 -4.7839 -2.0364 0.238
H 0.8460 -2.1418 -2.1606 0.237
F 1.8657 1.8551 -1.7892 -0.556
C 1.7142 0.1677 0.1059 0.428
F 2.4095 0.9718 0.9037 -0.338
H 2.3895 -0.2006 -0.6721 0.146
O 1.9400 0.0153 -3.3298 -0.502
N 3.2352 0.0046 -3.4319 0.078
C 3.7428 -1.1129 -3.8550 -0.143
C 2.9467 -2.2437 -4.2502 0.270
N 2.3104 -3.1448 -4.5727 -0.318
C 5.1678 -1.2059 -3.9630 0.281
N 6.3069 -1.3145 -4.0717 -0.320
C -0.6724 5.4422 0.0475 -0.251
C 0.3235 4.6252 0.5627 -0.200
C 0.1715 3.2479 0.5852 -0.263
C -0.9830 2.6480 0.0804 0.263
C -1.9773 3.4778 -0.4547 -0.285
C -1.8218 4.8522 -0.4645 -0.205
N -1.1235 1.2628 0.0811 -0.707
C -2.3963 0.7027 0.2465 0.231
C -3.3044 1.1264 1.2315 -0.272
C -4.4617 0.4155 1.4646 -0.184
C -4.7463 -0.7478 0.7453 -0.250
C -3.8682 -1.1704 -0.2335 -0.185
C -2.7141 -0.4360 -0.5030 -0.324
H -0.5497 6.5173 0.0292 0.200
H 1.2371 5.0605 0.9495 0.204
H 0.9651 2.6229 0.9687 0.220
H -2.8628 3.0309 -0.8888 0.212
H -2.6013 5.4694 -0.8954 0.201
H -3.0705 2.0103 1.8117 0.222
H -5.1483 0.7522 2.2322 0.205
H -5.6522 -1.3049 0.9457 0.207
H -4.0853 -2.0549 -0.8187 0.213
H -2.0824 -0.6954 -1.3480 0.234
F -0.0160 1.2179 -3.0100 -0.544
B 1.3422 1.4582 -3.0346 1.326
F 1.7478 2.2900 -4.0520 -0.543
```

Record 6
Below is a molecular structure, C22H19BF2N5O2PdS in a non-equilibrium geometry, with properties calculated with ωB97M-V/def2-TZVPD.

Output
Relative energy (zero: lowest compared OMol25 entry of this formula, charge and spin) ... 11.52 kcal per mole
Charge ... +1
E_HOMO ... -0.4019 Eh

```
53
Properties=species:S:1:pos:R:3:nbo_charge:R:1
Pd 0.0379 -1.0245 0.1593 0.645
N 0.6775 -2.7799 1.0056 -0.759
C -0.3265 -3.8026 1.1706 0.096
C -0.5748 -4.3513 2.4147 -0.228
C -1.5515 -5.3276 2.5398 -0.189
C -2.2574 -5.7376 1.4190 -0.196
C -1.9970 -5.1720 0.1802 -0.193
C -1.0223 -4.1892 0.0294 0.015
C -0.7718 -3.5174 -1.2721 -0.174
C -0.9914 -4.2221 -2.4587 -0.177
C -0.9385 -3.6021 -3.6937 -0.205
C -0.6861 -2.2420 -3.7725 -0.184
C -0.4277 -1.5237 -2.6128 -0.289
C -0.4516 -2.1569 -1.3804 0.033
H 1.1215 -2.5521 1.8917 0.409
H 1.4179 -3.1150 0.3894 0.421
H -0.0016 -4.0306 3.2772 0.214
H -1.7578 -5.7641 3.5072 0.229
H -3.0253 -6.4933 1.5108 0.230
H -2.5809 -5.4761 -0.6779 0.227
H -1.2029 -5.2824 -2.4033 0.220
H -1.1021 -4.1809 -4.5926 0.227
H -0.6707 -1.7398 -4.7307 0.225
H -0.2044 -0.4685 -2.6760 0.241
N 1.3113 7.3760 -2.0587 -0.757
C 1.2082 6.0830 -1.6870 0.240
C 1.0370 5.7363 -0.3319 -0.266
C 0.9123 4.4247 0.0447 -0.142
C 0.9584 3.4184 -0.9279 -0.397
C 1.1775 3.7411 -2.2747 -0.138
C 1.2747 5.0561 -2.6468 -0.272
S 0.8162 1.7339 -0.5921 2.285
O 1.9015 1.4802 0.5929 -0.919
O 1.2113 1.0062 -1.7504 -0.887
N -0.5069 1.1840 0.0514 -0.943
C -0.6928 1.3532 1.4524 0.550
N -0.7787 0.1981 2.1242 -0.531
C -0.8705 0.2869 3.4515 0.112
C -0.9096 1.5024 4.1059 -0.306
C -0.8313 2.6286 3.3078 0.117
N -0.7192 2.5623 1.9822 -0.477
H 1.2901 8.1139 -1.3794 0.404
H 1.4565 7.6291 -3.0188 0.405
H 1.0030 6.5173 0.4166 0.223
H 0.7659 4.1687 1.0763 0.248
H 1.2579 2.9570 -3.0132 0.252
H 1.4150 5.3087 -3.6898 0.226
H -0.9320 -0.6502 3.9918 0.213
H -0.9922 1.5694 5.1797 0.248
H -0.8452 3.6235 3.7384 0.214
F 3.0506 -0.4437 -0.1881 -0.466
B 2.5444 0.2884 0.7867 1.405
F 2.7744 -0.1018 2.0321 -0.478
```

Record 7
Below is a gas-phase ion, C22H19Br2N2O (charge +1) in a non-equilibrium geometry, with properties calculated with ωB97M-V/def2-TZVPD.

Output
Charge ... +1
E_HOMO ... -0.4199 Eh
SMILES ... O=C(N[NH2+][C@H](/C=C/c1ccc(Br)cc1)c1ccc(Br)cc1)c1ccccc1

```
46
Properties=species:S:1:pos:R:3:nbo_charge:R:1
Br 5.8455 2.8455 -4.5902 0.127
C 4.4405 2.2255 -3.4840 -0.054
C 4.0042 3.0254 -2.4141 -0.213
C 2.9249 2.5841 -1.6493 -0.192
C 2.3162 1.3597 -1.9120 -0.058
C 1.0728 0.9912 -1.1180 0.000
C 0.3032 -0.1362 -1.6322 -0.293
C -0.9171 -0.4003 -1.1796 -0.136
C -1.6854 -1.5292 -1.6231 -0.041
C -2.9599 -1.7493 -1.0552 -0.186
C -3.7700 -2.7961 -1.4852 -0.229
C -3.3137 -3.6397 -2.5184 -0.072
Br -4.4055 -5.0511 -3.1149 0.121
C -2.0656 -3.4188 -3.1295 -0.213
C -1.2588 -2.3729 -2.6783 -0.188
C 2.7829 0.5529 -2.9729 -0.185
C 3.8199 1.0114 -3.7975 -0.227
H 4.4395 3.9999 -2.2219 0.249
H 2.5427 3.1963 -0.8207 0.224
H 0.5424 1.8523 -0.6654 0.231
H 0.7282 -0.8105 -2.3717 0.222
H -1.4075 0.2275 -0.4280 0.199
H -3.3139 -1.0750 -0.2711 0.216
H -4.7376 -2.9784 -1.0228 0.243
H -1.7139 -4.0590 -3.9368 0.242
H -0.2983 -2.2061 -3.1671 0.208
H 2.3764 -0.4364 -3.1969 0.222
H 4.0869 0.4531 -4.6939 0.250
C -2.5134 0.2601 5.6251 -0.162
C -1.4830 1.1804 5.8829 -0.204
C -0.4694 1.3829 4.9354 -0.139
C -0.4694 0.6536 3.7229 -0.183
C 0.5982 0.9259 2.6663 0.663
N 0.5463 0.1168 1.5233 -0.479
N 1.4833 0.4042 0.4974 -0.421
O 1.4996 1.7813 2.8197 -0.591
C -1.4838 -0.3077 3.5071 -0.173
C -2.5379 -0.4570 4.4255 -0.212
H -3.2921 0.0858 6.3641 0.233
H -1.4642 1.7321 6.8235 0.236
H 0.3377 2.1003 5.1318 0.247
H -0.3436 -0.2345 1.1957 0.416
H 1.9483 1.2612 0.8318 0.451
H 2.0516 -0.4368 0.3824 0.423
H -1.4425 -0.9571 2.6243 0.196
H -3.3446 -1.1572 4.1915 0.232
```

Record 8
Below is a single C22H19BrO7 molecule in a non-equilibrium geometry, with properties calculated with ωB97M-V/def2-TZVPD.

Output
Relative energy (zero: lowest compared OMol25 entry of this formula, charge and spin) ... 70.30 kcal per mole
E_HOMO ... -0.2982 Eh
SMILES ... CCOC(=O)[C@H](C(C)=O)c1c(Br)c(O)c(O)c2c(C(=O)c3ccc(C)cc3)coc12

```
49
Properties=species:S:1:pos:R:3:nbo_charge:R:1
O -0.2178 -3.2926 1.6903 -0.534
O 0.2772 1.6473 -3.4589 -0.592
O 4.3689 2.9237 -1.5354 -0.534
Br 1.5811 4.3580 0.0875 0.085
O 0.3172 3.1032 2.5810 -0.686
O -0.8734 0.5850 2.6843 -0.687
O 0.6893 -0.8438 -1.4069 -0.432
O 2.3663 0.9695 -4.1198 -0.511
C -0.9640 -2.3593 1.4714 0.543
C 1.4905 1.5753 -3.2939 0.808
C 3.6937 1.8912 -1.8197 0.597
C 0.0229 -1.8404 -0.7946 0.182
C -0.4616 -1.3748 0.4314 -0.206
C -1.9922 -2.9193 3.6749 -0.130
C -3.1079 -1.2887 2.1788 -0.135
C -3.0980 -2.6751 4.5020 -0.228
C -4.1899 -1.1554 2.9844 -0.226
C 1.0777 2.5453 0.3095 -0.105
C 0.4227 2.2339 1.4983 0.178
C -0.0641 0.8934 1.6388 0.366
C 0.6827 0.3471 -0.6390 0.353
C -1.9866 -2.1411 2.4913 -0.156
C 0.0607 -0.0382 0.5593 -0.169
C -4.1241 -1.8526 4.1522 0.008
C 1.2725 1.6167 -0.7798 -0.116
C 4.3658 0.5852 -1.7952 -0.729
C -5.2509 -1.8099 5.1044 -0.612
C 2.1400 2.0953 -1.9990 -0.424
C 2.7577 0.3234 -6.3584 -0.632
C 1.7184 0.7638 -5.3879 -0.084
H 0.2704 4.0082 2.2347 0.498
H -0.7310 1.0827 3.5115 0.510
H 0.0370 -2.8559 -1.0865 0.225
H -1.1860 -3.4391 4.1855 0.239
H -3.2035 -0.7305 1.2887 0.214
H -3.3058 -3.0957 5.5154 0.207
H -5.0197 -0.6513 2.6567 0.210
H 3.8326 -0.1802 -1.2750 0.235
H 4.5342 0.4154 -2.8263 0.252
H 5.2902 0.4824 -1.2942 0.244
H -5.0370 -1.1135 5.8103 0.218
H -5.3746 -2.7812 5.5838 0.213
H -6.2045 -1.6241 4.4295 0.208
H 1.9760 3.1785 -2.3777 0.290
H 3.3415 1.2733 -6.6931 0.209
H 2.2681 -0.1098 -7.1742 0.218
H 3.4147 -0.4772 -6.0664 0.221
H 0.8868 -0.0131 -5.3074 0.199
H 1.2357 1.7648 -5.7663 0.198
```